1.
ORCA calculation (ωB97M-V/def2-TZVPD) on an isolated molecule of C10H19N3O4.

Last column: natural (NBO) charge in e.
Atoms and positions in Å:
1 H 1.36 2.38 -3.29  0.2085
2 H 1.05 -3.77 -0.67  0.2350
3 H -0.21 4.23 -2.90  0.2154
4 N -1.03 0.33 0.10  -0.6148
5 H -2.48 1.70 -1.82  0.2231
6 H 1.97 2.33 -1.60  0.2163
7 H 0.18 4.28 -1.06  0.2034
8 C -1.61 2.25 -2.05  -0.6340
9 N 1.71 -1.17 0.78  -0.8287
10 H -1.66 2.38 -3.18  0.2161
11 C -0.24 1.63 -1.77  -0.1883
12 C 0.59 -1.71 -0.15  -0.1368
13 C 0.40 -3.81 1.21  0.6773
14 H -0.70 -3.34 -0.75  0.2493
15 H 0.98 0.66 -0.08  0.2893
16 H 1.71 4.59 -2.17  0.2318
17 C 0.07 2.41 0.71  0.7886
18 O 0.99 3.03 1.08  -0.5797
19 C 0.26 -3.17 -0.15  -0.5261
20 H -0.07 0.55 -2.17  0.2104
21 H -1.70 -4.40 1.09  0.4244
22 C 0.03 1.23 -0.26  -0.1852
23 H -1.98 0.65 0.41  0.4327
24 C 1.04 2.56 -2.23  -0.4165
25 C -0.78 -0.99 0.21  0.6696
26 H -1.12 3.35 1.71  0.4952
27 H 0.98 -1.41 -1.20  0.2118
28 O -1.64 -1.82 0.60  -0.6672
29 N -0.72 -4.42 1.69  -0.8140
30 O -1.14 2.72 1.06  -0.6842
31 H 2.61 -1.57 0.40  0.3672
32 C 0.64 4.03 -2.10  -0.6368
33 H -1.59 3.19 -1.60  0.2142
34 O 1.51 -3.81 1.77  -0.6519
35 H -0.78 -4.75 2.64  0.4031
36 H 1.54 -1.73 1.61  0.3816

The energy comes out at -857.6388 Ha. The energy above the lowest of the compared OMol25 structures with the same formula, charge and spin comes out at 73.9 kcal per mole. The HOMO-LUMO gap comes out at 10.0 eV. Its net charge is 0. As for the SMILES: CC[C@H](C)[C@H](NC(=O)[C@@H](N)CC(N)=O)C(=O)O. The multiplicity is 1.

2.
ORCA calculation (ωB97M-V/def2-TZVPD) on a cluster of 2 separate species, C2H9N3O2 in total.

Last column: natural (NBO) charge in e.
Atoms and positions in Å:
1 N -2.66 -0.02 1.04  -0.6480
2 H -2.34 0.22 1.98  0.3458
3 H 2.02 -0.63 -1.72  0.2036
4 H 3.11 -0.03 -0.44  0.1919
5 C -0.83 -0.51 -0.43  0.5350
6 O -0.55 -1.55 0.13  -0.6731
7 N -1.70 0.41 0.09  -0.4974
8 H -2.03 1.16 -0.49  0.3782
9 C 2.09 -0.37 -0.67  -0.4475
10 H -2.72 -1.03 0.99  0.3632
11 H -0.56 -0.30 -1.51  0.1116
12 H 0.73 0.61 1.52  0.4675
13 H 1.84 -1.24 -0.07  0.2257
14 O 1.28 1.17 0.96  -0.5949
15 N 1.08 0.65 -0.39  -0.3126
16 H 1.23 1.47 -0.97  0.3511

The energy comes out at -396.2424 Ha. The energy above the lowest of the compared OMol25 structures with the same formula, charge and spin comes out at 86.2 kcal per mole. The HOMO-LUMO gap comes out at 9.9 eV. Its net charge is 0. As for the SMILES: NNC=O.CNO. The multiplicity is 1.

3.
ORCA calculation (ωB97M-V/def2-TZVPD) on a structure of composition C6H18IO6.

Last column: natural (NBO) charge in e.
Atoms and positions in Å:
1 C -2.05 0.97 -1.75  -0.1099
2 H -0.02 0.45 -0.05  0.5417
3 C 1.48 1.70 0.39  -0.0997
4 H 2.75 0.50 -0.94  0.1814
5 O -0.96 -0.01 1.55  -0.7342
6 H -1.99 0.15 -1.02  0.1486
7 O 2.33 -0.56 0.72  -0.7959
8 O 0.26 1.33 -0.31  -0.7169
9 H -0.97 1.63 -3.55  0.1729
10 H -3.05 1.24 -2.07  0.1528
11 H 3.65 0.97 0.47  0.1789
12 H -1.98 0.15 -3.74  0.1176
13 H 0.02 -0.18 3.35  0.1590
14 H 1.63 -1.00 0.24  0.3783
15 C -0.14 -0.69 2.40  -0.1330
16 O -0.13 -0.01 -2.93  -0.7808
17 H 1.81 2.70 0.10  0.1827
18 H -0.27 -0.71 -2.30  0.4377
19 C 2.65 0.71 0.12  -0.1120
20 H -1.37 -1.99 3.26  0.1591
21 H 1.41 1.73 1.48  0.1774
22 O -1.08 -2.79 1.38  -0.7807
23 H 0.77 -0.61 1.81  0.2090
24 C -0.56 -2.14 2.55  -0.1031
25 H -1.39 -0.67 1.01  0.4881
26 H 0.13 -2.77 3.10  0.1646
27 I 0.53 -1.77 -0.85  -0.5002
28 C -1.30 0.71 -3.08  -0.0746
29 H -0.41 1.73 -0.89  0.4284
30 O -1.31 2.00 -1.10  -0.7938
31 H -0.45 -2.77 0.66  0.4568

The energy comes out at -988.3437 Ha. The energy above the lowest of the compared OMol25 structures with the same formula, charge and spin comes out at 176.2 kcal per mole. The HOMO-LUMO gap comes out at 8.0 eV. Its net charge is -1. The multiplicity is 1.

4.
ORCA calculation (ωB97M-V/def2-TZVPD) on a cluster of 2 separate species, CHN2O2P in total.

Last column: natural (NBO) charge in e.
Atoms and positions in Å:
1 C 1.36 -1.69 -0.85  -0.1802
2 P 1.73 0.00 -0.61  0.7770
3 O 2.29 1.03 1.52  -0.3782
4 H -0.36 0.76 0.30  0.0532
5 N 2.19 -0.09 1.04  0.2376
6 O 2.51 -1.09 1.64  -0.3280
7 N 1.25 -2.82 -0.88  -0.1813

The energy comes out at -639.8057 Ha. The energy above the lowest of the compared OMol25 structures with the same formula, charge and spin comes out at 71.4 kcal per mole. The HOMO-LUMO gap (alpha / beta) comes out at 8.3 / 8.6 eV. Its net charge is 0. The multiplicity is 1.

5.
ORCA calculation (ωB97M-V/def2-TZVPD) on a cluster of 2 separate species, C3H10NO2 in total.

Last column: Löwdin spin population.
Atoms and positions in Å:
1 H -2.29 -1.50 -0.27  0.0047
2 H -2.66 0.13 -0.87  0.0011
3 C -0.60 -0.11 -0.84  0.0956
4 O 0.71 1.99 -1.48  0.6948
5 C -2.03 -0.41 -0.18  0.0072
6 H 1.23 0.03 0.50  0.0014
7 H 3.23 -0.29 1.71  0.0000
8 H -0.61 -0.63 -1.82  0.0038
9 H 1.11 -1.44 -0.32  0.0013
10 H -1.11 1.93 -0.82  0.0622
11 O 2.35 0.13 1.70  0.0032
12 H -2.20 -0.15 0.85  0.0006
13 N 0.54 -0.72 -0.03  0.0053
14 C -0.29 1.39 -1.11  0.1180
15 H 2.37 0.98 2.21  0.0000
16 H 0.26 -1.33 0.77  0.0006

The energy comes out at -324.7057 Ha. The energy above the lowest of the compared OMol25 structures with the same formula, charge and spin comes out at 46.7 kcal per mole. The HOMO-LUMO gap (alpha / beta) comes out at 9.4 / 6.1 eV. As for the expectation value of S²: 0.7591. Its net charge is +2. The multiplicity is 2.

6.
ORCA calculation (ωB97M-V/def2-TZVPD) on a structure of composition C44H50ClFeIN4O2P2.

Last column: Löwdin spin population.
Atoms and positions in Å:
1 Cl -3.96 4.60 -6.74  0.0007
2 C 3.96 -1.23 -4.91  0.0007
3 H -4.48 -2.71 3.05  0.0000
4 H -4.88 0.88 2.38  0.0000
5 H -0.21 -0.28 4.92  0.0002
6 H -2.58 3.92 3.97  0.0002
7 H -4.24 4.65 -3.90  -0.0001
8 C 1.34 1.71 -3.55  0.0051
9 N -0.66 -0.61 0.81  0.4729
10 H 3.19 -3.02 4.06  0.0000
11 C 0.83 -4.87 -4.70  -0.0004
12 C 2.05 1.43 -2.34  0.0053
13 H -2.51 2.16 2.11  0.0007
14 C 2.93 3.72 -2.43  -0.0008
15 H 3.92 0.20 -3.33  0.0004
16 H 0.43 -5.85 -5.09  -0.0001
17 C -2.92 2.23 -5.85  -0.0003
18 C 2.24 -2.88 -4.80  -0.0001
19 H 1.81 -3.47 5.09  0.0000
20 C 4.10 0.54 1.66  -0.0001
21 C -4.59 -1.85 3.74  0.0007
22 H 4.21 -2.00 -1.34  0.0001
23 C -0.56 3.89 2.90  0.0001
24 N -2.82 -0.84 2.47  0.0164
25 C 5.14 -0.33 1.54  0.0024
26 C 1.40 -3.30 2.95  0.0007
27 C -3.31 -1.02 3.87  0.0033
28 H 0.70 3.23 -4.92  -0.0001
29 C 0.39 -4.43 -3.46  0.0044
30 C 1.73 -4.07 -5.37  0.0026
31 C -2.37 1.39 -4.86  0.0033
32 H 1.45 -4.32 2.72  0.0001
33 H 0.38 2.90 1.33  0.0001
34 H 0.63 1.58 4.16  0.0004
35 C -3.64 3.80 -4.16  -0.0003
36 H -0.94 4.33 2.00  0.0000
37 C 5.10 -1.26 0.45  -0.0005
38 H -0.17 4.69 3.47  0.0000
39 H -2.75 1.96 -6.91  -0.0001
40 C 2.25 3.93 -3.63  0.0048
41 H 2.27 1.29 0.70  0.0000
42 H -6.10 -0.29 3.89  0.0000
43 C 2.84 2.46 -1.81  0.0049
44 H 5.93 -1.92 0.30  -0.0001
45 C -5.69 -0.93 3.10  0.0001
46 C -2.13 1.92 3.14  0.0017
47 H -1.96 0.41 -5.09  0.0004
48 C 2.40 -1.21 -3.00  0.0105
49 H -5.86 0.02 1.19  0.0000
50 P -1.20 -0.51 2.36  0.1030
51 H -2.58 -1.62 4.34  0.0003
52 C -2.52 1.75 -3.56  0.0024
53 C 0.49 2.82 2.43  0.0003
54 H -1.22 3.14 4.80  0.0000
55 C -1.86 0.95 -2.55  0.0215
56 N -1.03 0.95 3.13  0.0223
57 C 1.77 -2.39 -3.55  0.0011
58 I 0.29 -3.03 -0.88  0.0842
59 P 1.82 -0.16 -1.66  0.0575
60 C 3.08 -0.31 -0.43  0.0031
61 H -3.21 3.21 -2.11  0.0006
62 C 4.14 -1.19 -0.53  0.0025
63 H 2.14 -4.50 -6.31  0.0001
64 O -1.76 1.31 -1.32  0.0977
65 C 3.07 0.52 0.71  0.0018
66 H -0.09 -2.01 5.42  0.0007
67 C -5.09 -0.09 1.96  0.0004
68 H 5.93 -0.35 2.22  0.0002
69 H -4.06 -1.70 0.95  0.0000
70 O -1.31 -0.14 -2.86  0.0501
71 C 1.78 -1.39 4.58  0.0001
72 C 2.09 -2.88 4.22  0.0001
73 H 2.29 4.87 -4.15  0.0003
74 C 3.44 -0.66 -3.71  0.0046
75 C -3.47 3.45 -5.49  0.0021
76 H 2.18 -1.15 5.54  0.0000
77 H -0.56 -3.20 2.01  0.0019
78 H 1.52 3.10 2.56  0.0000
79 H 3.66 -2.69 -6.38  0.0001
80 H -6.51 -1.63 2.78  0.0000
81 C -0.07 -2.93 2.96  0.0041
82 H -0.39 -4.97 -2.94  0.0008
83 N -0.38 -1.58 3.37  0.0147
84 H -3.37 -0.13 0.65  0.0019
85 C 0.84 -3.25 -2.92  0.0003
86 H 2.30 -0.69 3.89  0.0000
87 C 0.34 1.45 3.10  0.0032
88 C -3.10 2.96 -3.17  0.0035
89 H 4.00 1.34 2.39  -0.0001
90 H 1.79 -2.84 2.02  0.0006
91 H -0.58 -3.55 3.64  0.0005
92 C 0.23 -1.28 4.65  0.0019
93 C 1.41 2.98 -4.13  -0.0004
94 H 0.99 0.72 2.71  0.0018
95 H 3.30 2.25 -0.84  0.0002
96 H -4.89 -2.18 4.73  0.0002
97 H -2.98 1.59 3.74  0.0000
98 C -1.60 3.25 3.78  0.0007
99 Fe -0.57 -0.27 -0.87  3.9620
100 C 3.31 -2.26 -5.46  0.0013
101 H 3.62 4.48 -2.17  -0.0001
102 H 0.64 0.95 -3.82  0.0004
103 H 4.81 -0.86 -5.36  0.0000
104 H -3.40 -0.09 4.36  0.0002
105 C -3.80 -0.75 1.40  0.0029

The energy comes out at -4780.2883 Ha. The energy above the lowest of the compared OMol25 structures with the same formula, charge and spin comes out at 0.0 kcal per mole. The HOMO-LUMO gap (alpha / beta) comes out at 8.1 / 7.6 eV. As for the expectation value of S²: 8.7698. Its net charge is +1. The multiplicity is 6.